[1]
Here is a structure of composition C25H18BaClN6 from the Open Molecules 2025 dataset. Energies are from ωB97M-V with the def2-TZVPD basis set.

Geometry as XYZ:
```
51
C25H18BaClN6 | the Open Molecules 2025 dataset | ωB97M-V with the def2-TZVPD basis set
C 0.204 -4.133 0.024
H 0.292 -5.206 0.074
C -1.079 0.661 0.844
C -0.380 -0.030 -0.141
C -0.810 1.651 -1.666
C -2.410 2.638 1.590
H -4.527 2.255 4.195
C -3.036 4.684 2.656
H -0.298 3.358 -6.614
N -0.638 -3.526 0.946
H 5.152 -3.851 0.015
C 2.238 -2.982 2.371
H 0.868 1.302 -5.827
C 4.044 -4.441 1.764
N 0.613 -2.038 -1.076
H -1.996 3.834 -2.913
C 0.275 -1.370 0.166
H -2.008 3.307 -0.996
C -3.888 2.741 3.466
H 4.648 -5.319 1.947
C 2.468 -2.160 1.267
N -3.807 4.065 3.543
H -1.403 -1.787 1.630
C -1.534 2.374 -0.738
H 1.238 -3.901 -1.796
C -1.329 3.266 -3.545
H 1.230 -0.583 1.960
H 1.418 -2.736 3.034
Ba 1.548 -0.789 -2.932
C -0.664 2.132 -3.069
N -0.222 0.479 -1.366
H -3.340 0.911 2.501
N -1.203 3.702 -4.788
C 1.554 -0.999 1.002
C -1.666 1.883 0.561
H -1.702 4.590 0.986
C -2.328 4.024 1.663
C 4.328 -3.629 0.678
Cl 4.031 -1.500 -0.921
C -0.413 3.008 -5.597
C 0.241 1.873 -5.151
C -3.212 1.985 2.520
N 0.120 1.434 -3.900
H 2.099 -0.204 0.481
C 0.741 -3.392 -0.968
H 2.782 -4.726 3.477
C -0.662 -2.255 0.986
H -2.981 5.764 2.738
H -1.142 0.257 1.844
C 3.002 -4.107 2.618
C 3.542 -2.513 0.460
```

The spin multiplicity is 1. Its HOMO energy is -0.3489 Ha. The value obtained for the total energy is -48369.24052 eV. Its charge is +1.

***

[2]
Here is a cluster of 10 separate species, C20H60O10S4 in total at a distorted geometry from the Open Molecules 2025 dataset. Energies are from ωB97M-V with the def2-TZVPD basis set.

Geometry as XYZ:
```
94
C20H60O10S4 | the Open Molecules 2025 dataset | ωB97M-V with the def2-TZVPD basis set
H 5.541 5.433 20.738
H 4.642 5.919 22.131
O 11.424 13.060 21.906
C 3.517 8.935 19.203
H 4.178 9.369 20.058
H 3.517 9.532 18.336
C 4.041 6.115 26.466
H 1.510 10.826 21.429
H 5.122 11.659 23.492
O 7.751 6.738 20.924
H 3.217 7.003 26.626
H 9.837 13.600 24.067
H 8.396 5.957 25.613
H 1.077 12.139 24.333
H 2.472 12.220 28.266
S 5.590 10.108 28.878
H 8.465 7.879 27.374
H 8.628 13.048 22.695
H 3.943 5.365 27.190
O 1.306 12.809 25.003
H 0.822 16.578 22.690
H 5.236 7.556 27.017
S 9.849 7.718 25.720
H 3.009 5.386 24.665
H 2.344 9.263 19.414
S 10.718 11.935 22.748
C 5.902 9.685 24.137
H 5.896 8.553 30.699
H 1.818 13.122 22.552
H 4.450 7.125 18.985
H 2.744 14.184 21.290
H 0.821 7.583 23.868
O 5.380 6.650 26.663
C 6.528 7.044 21.545
H 4.561 5.129 24.816
H 1.628 13.564 27.528
C 4.959 10.692 23.323
C 9.352 7.706 27.424
C 1.974 16.622 22.436
H 7.364 6.971 24.977
H 5.801 9.826 25.212
C 2.058 12.031 25.951
H 3.152 6.983 20.048
H 6.795 7.392 22.534
H 9.934 8.674 27.991
H 7.537 10.218 27.628
H 5.046 10.557 22.097
H 8.199 6.215 21.490
H 2.075 17.646 23.004
S 2.758 15.346 23.480
H 1.594 10.908 25.967
O 1.433 10.526 22.306
H -0.049 9.112 21.901
H 3.127 11.825 25.832
H 7.443 11.562 28.811
H 3.756 6.609 24.269
H 0.776 12.384 27.775
H 6.082 5.042 22.270
C 3.862 5.815 25.015
H 2.031 8.765 23.947
H 0.345 9.042 24.242
C 9.373 12.772 23.521
H 7.348 8.783 29.426
C 2.710 13.890 22.275
H 7.852 9.536 24.369
H 9.003 12.223 24.388
H 11.425 11.208 25.195
O 5.138 8.993 27.927
H 12.726 11.694 24.064
H 11.826 12.871 24.621
H 5.980 7.717 20.849
H 8.672 6.453 23.995
C 1.031 8.606 23.576
C 0.956 9.203 22.207
C 1.790 12.575 27.422
H 5.595 8.786 23.897
H 3.026 6.049 17.511
O 4.256 15.671 23.618
C 8.478 6.714 25.121
H 2.262 16.432 21.337
H 9.727 6.950 27.923
H 1.397 8.699 21.445
O 2.755 6.999 17.919
O 7.223 9.992 23.739
H 3.587 13.240 22.794
H 7.079 9.948 30.723
C 11.784 11.962 24.201
C 6.607 9.297 30.055
O 9.679 9.061 25.150
C 5.657 5.820 21.718
C 6.909 10.904 28.078
H 3.961 10.456 23.702
H 6.476 11.462 27.284
C 3.564 7.447 18.984
```

The spin multiplicity is 1. For the energy relative to the best compared isomer or geometry (same formula, charge and spin), the calculation gives 0.0 kJ/mol. Its HOMO energy is -0.3079 Ha. The value obtained for the total energy is -85512.60925 eV. Its charge is 0.

***

[3]
Here is the molecule C4H7NO at a distorted geometry from the Open Molecules 2025 dataset. Energies are from ωB97M-V with the def2-TZVPD basis set.

Geometry as XYZ:
```
13
C4H7NO | the Open Molecules 2025 dataset | ωB97M-V with the def2-TZVPD basis set
C -0.068 0.871 1.210
C 0.889 -0.821 -0.148
H -0.598 -0.991 -1.759
H -0.245 0.521 -1.631
O 0.770 -0.146 1.006
C -1.575 0.323 1.678
H -1.600 0.052 2.712
N -2.471 0.326 0.907
H 0.341 1.325 2.010
H 0.972 -0.507 -2.350
C 0.287 -0.462 -1.532
H 1.106 -1.873 0.013
H -0.323 1.482 0.476
```

The spin multiplicity is 1. For the energy relative to the best compared isomer or geometry (same formula, charge and spin), the calculation gives 566.8 kJ/mol. Its HOMO energy (alpha / beta) is -0.3240 / -0.2686 Ha. The value obtained for the total energy is -7793.76988 eV. Its charge is 0.

***

[4]
Here is a structure of composition C38H61B2BrCaClF3KLiN5O9S at a distorted geometry from the Open Molecules 2025 dataset. Energies are from ωB97M-V with the def2-TZVPD basis set.

Geometry as XYZ:
```
124
C38H61B2BrCaClF3KLiN5O9S | the Open Molecules 2025 dataset | ωB97M-V with the def2-TZVPD basis set
K -2.599 4.202 1.424
H 5.562 0.964 -3.532
Li 2.667 -3.444 -1.327
H -2.329 2.603 -1.782
B 1.549 -7.516 3.186
H -0.530 -9.923 -1.171
H 0.772 -12.040 -0.802
H -0.591 -0.507 -1.098
Br -8.531 2.279 -0.258
C -3.726 1.310 -0.648
Ca 3.694 5.743 -2.738
H -5.954 -2.329 3.485
O 1.402 -6.145 2.623
H 2.575 4.226 3.427
C 1.204 0.001 -2.399
C 4.177 -0.074 -0.477
H 4.471 -1.269 -2.353
H 4.636 1.912 -2.305
O 0.739 -8.765 -0.042
H 0.215 -0.910 -6.201
H 0.701 -2.598 -4.733
C -8.074 -2.203 3.857
H -8.161 -3.213 4.263
H 2.331 -1.864 -4.868
H 3.645 3.372 -3.397
H -5.413 2.798 -1.028
C 1.868 2.457 -2.362
H 3.030 4.315 -1.844
C -0.921 2.792 1.079
H 3.375 0.729 -0.469
C 1.426 -1.459 -2.887
C -1.006 3.579 3.795
C 0.512 -2.533 -2.169
C 0.760 2.714 -1.449
C -6.250 0.781 -0.796
H -0.444 -10.315 0.556
B 0.328 5.916 4.620
H 3.562 5.458 2.503
O -6.982 -3.037 1.869
C 2.111 1.096 -2.832
S 0.450 4.459 -0.860
C 2.110 -6.091 1.527
C -3.535 -0.137 -0.385
H 3.066 -0.075 1.608
C 2.671 6.268 4.401
O 1.581 5.802 5.247
C -2.220 1.199 2.973
O 3.491 -7.677 0.357
H -6.845 -1.405 -0.472
C 0.283 5.155 2.013
H 2.602 -1.700 -0.468
Cl 6.650 -0.222 0.808
H -1.808 0.616 4.882
H 2.007 4.341 -3.445
C 0.676 -0.470 -5.267
C -6.027 -0.655 -0.522
H -0.515 0.574 3.896
C 2.722 3.698 -2.773
H 0.188 6.095 -4.840
H -7.994 -1.496 4.684
H -0.356 7.159 -3.645
H 2.110 -1.426 1.651
H -0.619 5.519 -3.468
N 3.067 -1.097 1.508
N -0.567 6.291 -4.139
H 1.984 5.393 -7.058
H -6.785 -1.095 2.519
F 2.129 -7.452 4.470
F 1.016 6.257 1.620
O 2.444 -8.239 2.253
H -1.533 4.027 5.717
O -0.554 6.967 4.922
C -6.871 -2.103 2.939
C -2.550 2.327 -0.713
H -2.499 -0.504 -0.210
C 2.768 -7.405 1.287
H -0.081 7.823 4.876
N -1.464 3.225 5.084
H -2.419 2.842 5.054
H 4.273 -2.236 0.196
H 1.825 -10.768 -1.457
H -7.366 1.117 -0.971
H -0.146 0.076 -4.742
H -7.790 -2.828 1.383
H 1.253 -8.509 -0.818
C 1.293 -1.684 -4.457
H -1.465 6.383 -4.623
H -3.148 1.553 3.524
H 0.880 -3.577 -2.423
F 0.292 -8.152 3.251
H 3.317 -0.138 -4.289
C -1.385 2.547 2.624
C -0.167 1.651 -0.939
C -5.127 1.735 -0.835
H 3.482 6.628 5.093
C 4.640 0.938 -2.880
H -2.586 0.652 2.069
H -4.469 -2.166 -0.073
N -1.505 0.317 3.947
C 0.094 0.292 -1.467
H 5.925 -0.403 -1.741
H 3.297 1.709 -4.534
H -0.513 -2.446 -2.613
H 2.293 7.086 3.730
C 0.146 -10.028 -0.315
C -0.094 4.152 0.860
C -0.150 4.865 3.485
H 1.893 -11.155 0.255
H -2.890 3.293 -0.195
H -8.997 -1.999 3.308
N -1.272 1.861 -0.017
H 4.213 4.649 4.009
H 5.031 0.296 0.243
C 1.217 -11.064 -0.597
C -4.639 -1.083 -0.303
C 3.343 0.860 -3.789
H 0.517 -2.441 -1.048
H 2.498 -1.721 -2.622
C 4.811 -0.296 -1.904
O 2.321 5.587 -6.185
C 3.292 5.089 3.532
O 2.206 -5.105 0.820
H 1.515 0.179 -5.620
C 3.525 -1.391 0.114
```

The spin multiplicity is 1. Its HOMO energy is -0.3038 Ha. The value obtained for the total energy is -204128.99661 eV. Its charge is +1.

***

[5]
Here is the molecule C5H6N2O at a distorted geometry from the Open Molecules 2025 dataset. Energies are from ωB97M-V with the def2-TZVPD basis set.

Geometry as XYZ:
```
14
C5H6N2O | the Open Molecules 2025 dataset | ωB97M-V with the def2-TZVPD basis set
C -1.262 0.378 0.198
H -1.015 -1.176 1.720
N 1.598 -0.181 -1.348
N 0.683 -0.399 0.732
C 1.470 -0.891 -0.284
H 0.108 1.834 0.876
C 0.905 1.006 -1.104
H -1.710 0.469 -0.822
H 1.764 -2.029 -0.175
C 0.136 0.918 0.248
H -1.855 0.872 0.992
C -0.754 -0.953 0.701
H -0.928 -1.801 0.105
O 0.859 1.952 -1.840
```

The spin multiplicity is 1. For the energy relative to the best compared isomer or geometry (same formula, charge and spin), the calculation gives 139.1 kJ/mol. Its HOMO energy is -0.3511 Ha. The value obtained for the total energy is -10308.16167 eV. Its charge is 0.

***

[6]
Here is a cluster of 2 separate species, C5H16N2O in total at a distorted geometry from the Open Molecules 2025 dataset. Energies are from ωB97M-V with the def2-TZVPD basis set.

Geometry as XYZ:
```
24
C5H16N2O | the Open Molecules 2025 dataset | ωB97M-V with the def2-TZVPD basis set
H 0.757 1.120 -0.707
H 1.342 -1.486 2.786
H 1.335 -2.024 1.237
H 3.237 2.515 0.470
H -0.218 -0.274 -2.377
H 0.114 2.669 -2.401
H -1.789 -0.243 -1.561
H -0.648 -0.392 2.022
N -0.243 -1.296 -0.597
O 3.370 1.586 0.699
C -0.326 1.175 -0.830
H -1.233 -1.939 2.560
C -0.694 2.341 -1.746
H 0.420 -1.883 -1.067
H -1.090 -2.907 0.420
C -0.717 -0.199 -1.411
H -1.543 2.101 -2.395
H -1.035 3.198 -1.162
C -1.041 -1.818 0.491
H -0.777 1.305 0.146
N 0.814 -2.011 2.105
H 2.497 1.293 1.002
H -2.023 -1.354 0.439
C -0.507 -1.477 1.879
```

The spin multiplicity is 1. For the energy relative to the best compared isomer or geometry (same formula, charge and spin), the calculation gives 83.2 kJ/mol. Its HOMO energy is -0.3105 Ha. The value obtained for the total energy is -10471.65992 eV. Its charge is 0.

***

Repeat the sixth record exactly.
Here is a cluster of 2 separate species, C5H16N2O in total at a distorted geometry from the Open Molecules 2025 dataset. Energies are from ωB97M-V with the def2-TZVPD basis set.

Geometry as XYZ:
```
24
C5H16N2O | the Open Molecules 2025 dataset | ωB97M-V with the def2-TZVPD basis set
H 0.757 1.120 -0.707
H 1.342 -1.486 2.786
H 1.335 -2.024 1.237
H 3.237 2.515 0.470
H -0.218 -0.274 -2.377
H 0.114 2.669 -2.401
H -1.789 -0.243 -1.561
H -0.648 -0.392 2.022
N -0.243 -1.296 -0.597
O 3.370 1.586 0.699
C -0.326 1.175 -0.830
H -1.233 -1.939 2.560
C -0.694 2.341 -1.746
H 0.420 -1.883 -1.067
H -1.090 -2.907 0.420
C -0.717 -0.199 -1.411
H -1.543 2.101 -2.395
H -1.035 3.198 -1.162
C -1.041 -1.818 0.491
H -0.777 1.305 0.146
N 0.814 -2.011 2.105
H 2.497 1.293 1.002
H -2.023 -1.354 0.439
C -0.507 -1.477 1.879
```

The spin multiplicity is 1. For the energy relative to the best compared isomer or geometry (same formula, charge and spin), the calculation gives 83.2 kJ/mol. Its HOMO energy is -0.3105 Ha. The value obtained for the total energy is -10471.65992 eV. Its charge is 0.